[1]
The following is a DFT calculation (the ωB97M-V functional and the def2-TZVPD basis) of a gas-phase ion, C26H22F3N4O8S (charge -1) at a distorted geometry.

Each line ends with the Löwdin charge.
Element x y z (Å)
1 C -2.8406 -0.2208 -3.5137  -0.02
2 C -3.5802 0.3149 -2.2960  -0.57
3 C -3.7643 1.8141 -2.3898  -0.03
4 C -4.9037 -0.4065 -2.1121  -0.03
5 O -2.8423 -0.0197 -1.0409  0.03
6 C -1.5645 0.4309 -0.9199  -0.39
7 O -1.1714 1.5029 -1.3343  0.11
8 C -0.6282 -0.5976 -0.2631  -0.22
9 N 0.5589 -0.5385 -1.0915  0.18
10 C 1.8105 -0.3218 -0.9820  -0.17
11 C 2.5908 -0.1888 -2.2582  -0.14
12 C 3.9945 -0.2393 -2.3087  -0.04
13 C 4.6712 -0.1122 -3.5245  -0.09
14 C 3.9473 0.0395 -4.7152  -0.10
15 C 2.5440 0.0663 -4.6792  -0.08
16 C 1.8750 -0.0519 -3.4547  -0.02
17 C 2.5785 -0.1906 0.2964  -0.19
18 C 3.3714 0.9328 0.5068  -0.06
19 C 4.0082 1.1152 1.7312  -0.07
20 C 3.7488 0.2323 2.7855  -0.09
21 C 2.9343 -0.8813 2.5840  -0.07
22 C 2.4634 -1.1662 1.2997  -0.04
23 C -0.5376 -0.6021 1.1411  -0.19
24 C -1.0879 0.5449 2.0359  -0.19
25 S -0.4003 2.2005 1.7859  0.78
26 O -1.4712 3.1499 1.6385  -0.28
27 O 0.6873 2.1050 0.8446  -0.27
28 C 0.4809 2.5872 3.4213  -0.61
29 F 1.3811 3.5628 3.2220  0.12
30 F -0.3778 2.9735 4.3843  0.12
31 F 1.1419 1.4795 3.8555  0.11
32 C -1.6116 0.3022 3.2826  -0.02
33 C -1.8619 -1.0039 3.7841  -0.11
34 N -2.3869 -1.1323 5.1335  -0.35
35 O -2.9911 -2.1644 5.4786  0.02
36 O -2.2161 -0.1607 5.9076  -0.02
37 C -1.5278 -2.1249 2.9703  -0.16
38 N -1.5593 -3.4677 3.2964  0.12
39 O -0.9935 -4.0854 2.2285  -0.01
40 N -0.5740 -3.1330 1.2315  -0.18
41 O 0.0617 -3.4997 0.2580  0.02
42 C -1.0039 -1.9091 1.7102  -0.05
43 H -2.6653 -1.3018 -3.4228  0.10
44 H -3.4366 -0.0562 -4.4200  0.09
45 H -1.8837 0.3015 -3.6480  0.08
46 H -4.2678 2.1858 -1.4886  0.10
47 H -2.7851 2.2955 -2.4732  0.08
48 H -4.3703 2.0708 -3.2678  0.09
49 H -5.4070 -0.0489 -1.2084  0.09
50 H -5.5694 -0.2471 -2.9658  0.09
51 H -4.7357 -1.4844 -2.0137  0.09
52 H -1.0575 -1.5614 -0.5702  0.15
53 H 4.5553 -0.3948 -1.3871  0.11
54 H 5.7616 -0.1442 -3.5374  0.10
55 H 4.4785 0.1344 -5.6646  0.09
56 H 1.9709 0.1710 -5.6029  0.10
57 H 0.7853 -0.0459 -3.4058  0.10
58 H 3.4991 1.6418 -0.3147  0.13
59 H 4.6719 1.9683 1.8627  0.10
60 H 4.1779 0.4268 3.7683  0.10
61 H 2.6719 -1.5444 3.4134  0.11
62 H 1.9547 -2.1099 1.0614  0.12
63 H 0.5418 -0.5266 1.4109  0.13
64 H -1.8445 1.1330 3.9442  0.12

Cartesian forces (eV/Å) of the 3 atoms listed first:
C 0.3791 -0.1801 0.0037
C -0.1165 0.1275 0.4213
C -0.0451 0.4599 -0.0252

Results
LUMO level: 2.5 eV
frontier orbital gap: 0.261 Ha
spin multiplicity: 1
total charge: -1
structure (SMILES): CC(C)(C)OC(=O)[C@@H](N=C(c1ccccc1)c1ccccc1)[C@H]1C(S(=O)(=O)C(F)(F)F)=CC(=[N+]([O-])[O-])c2no[n+]([O-])c21

=====

[2]
The following is a DFT calculation (the ωB97M-V functional and the def2-TZVPD basis) of a molecular structure, C29H31BrIN8O2Pt.

Each line ends with the Löwdin charge.
Element x y z (Å)
1 Pt -1.1733 0.9202 0.5477  0.83
2 N -0.3864 3.2382 2.2386  0.04
3 N -1.2961 3.3118 3.2789  -0.02
4 C -2.3083 2.4337 3.4321  -0.38
5 N -3.0980 2.6640 4.4782  0.21
6 N -2.4159 1.4457 2.5293  0.07
7 N -3.4431 0.5132 2.6835  -0.41
8 O -3.3693 -0.4154 1.9134  0.01
9 O -4.2860 0.5792 3.5708  0.06
10 H 0.5447 3.0402 2.5769  0.10
11 H -0.4122 4.0727 1.6694  0.10
12 H -1.2149 4.0493 3.9618  0.15
13 H -2.9194 3.4295 5.1030  0.13
14 H -3.8718 2.0328 4.6323  0.10
15 C 3.8514 -3.4339 -1.1065  -0.04
16 C 4.4743 -2.0757 -1.2960  -0.21
17 C 5.7476 -1.9297 -1.8342  -0.03
18 C 6.3240 -0.6807 -2.0154  -0.07
19 C 5.6286 0.4560 -1.6323  -0.08
20 C 4.3636 0.3379 -1.0744  -0.04
21 C 3.7852 -0.9191 -0.9244  -0.19
22 N 2.4860 -1.0915 -0.3548  0.15
23 C 1.4745 -0.1722 -0.3600  -0.37
24 N 1.3831 0.5826 -1.4736  0.15
25 C 0.5761 1.7143 -1.6852  -0.24
26 C -0.4600 2.0535 -0.8301  -0.39
27 C -1.2032 3.2056 -1.0514  -0.15
28 C -0.9271 4.0085 -2.1454  -0.07
29 C 0.0890 3.6434 -3.0202  -0.04
30 C 0.8539 2.5072 -2.8096  -0.20
31 C 1.9488 2.1233 -3.7722  -0.03
32 N 0.6330 -0.0648 0.6245  -0.02
33 C 0.9225 -0.7198 1.8661  -0.27
34 C 1.9290 -0.2009 2.6753  -0.03
35 C 2.2246 -0.7844 3.8978  -0.08
36 C 1.4980 -1.8914 4.3142  -0.07
37 C 0.4988 -2.4039 3.5001  -0.03
38 C 0.1885 -1.8364 2.2644  -0.21
39 C -0.8871 -2.4409 1.3942  -0.04
40 H 4.4642 -4.2062 -1.5671  0.08
41 H 2.8538 -3.4785 -1.5483  0.08
42 H 3.7510 -3.6907 -0.0468  0.09
43 H 6.2927 -2.8200 -2.1272  0.12
44 H 7.3136 -0.5973 -2.4456  0.11
45 H 6.0721 1.4363 -1.7515  0.11
46 H 3.8348 1.2244 -0.7453  0.12
47 H 2.4129 -1.7812 0.3782  0.14
48 H 2.0334 0.3446 -2.2048  0.13
49 H -2.0216 3.4548 -0.3809  0.10
50 H -1.5103 4.9026 -2.3257  0.11
51 H 0.2967 4.2565 -3.8891  0.12
52 H 2.0194 2.8536 -4.5753  0.08
53 H 1.7574 1.1501 -4.2362  0.09
54 H 2.9289 2.0765 -3.2873  0.08
55 H 2.4855 0.6638 2.3272  0.12
56 H 3.0143 -0.3784 4.5171  0.11
57 H 1.7133 -2.3595 5.2665  0.11
58 H -0.0581 -3.2762 3.8229  0.12
59 H -1.2574 -3.3643 1.8366  0.09
60 H -0.5166 -2.6636 0.3911  0.08
61 H -1.7443 -1.7781 1.2670  0.02
62 Br -5.6185 1.1159 -1.2154  0.73
63 C -5.4496 -0.6964 -1.7154  -0.74
64 C -6.6179 -1.4341 -1.8512  -0.13
65 C -6.5574 -2.7738 -2.2007  -0.07
66 C -5.3313 -3.3858 -2.4097  -0.08
67 C -4.1615 -2.6536 -2.2721  -0.16
68 C -4.2202 -1.3074 -1.9326  -0.70
69 I -2.4055 -0.2841 -1.7602  1.15
70 H -7.5712 -0.9528 -1.6782  0.10
71 H -7.4747 -3.3391 -2.3040  0.11
72 H -5.2804 -4.4339 -2.6763  0.11
73 H -3.2006 -3.1266 -2.4266  0.09

Cartesian forces (eV/Å) of the 3 atoms listed first:
Pt 0.1530 -0.1999 0.8625
N -0.0928 -0.0376 0.0184
N 0.1346 0.0870 -0.0229

Results
energy relative to the best compared isomer or geometry (same formula, charge and spin): 2.2412 eV
LUMO level: -2.7 eV
frontier orbital gap: 0.273 Ha
spin multiplicity: 1
total charge: +1